DFT (ωB97M-V/def2-TZVPD) results for a 2-piece molecular cluster, C2H9N4P overall.

Structure (XYZ):
```
16
Properties=species:S:1:pos:R:3:mulliken_charge:R:1
H 0.36858 2.68215 -1.20075 0.235
N 0.53571 -1.64518 0.36434 -0.399
H -2.45839 -2.07175 2.52285 0.218
H 0.91708 2.31556 -3.29315 0.374
H 2.47169 0.27958 -3.20297 0.321
H -0.06952 -1.77252 1.08589 0.201
N 0.57544 1.70731 -1.32237 -0.539
C 0.97540 1.54540 -2.51143 -0.082
H -2.30841 -3.59633 1.76605 0.212
H -2.19935 -3.54531 3.31884 0.223
C 1.38376 0.11688 -2.88536 -0.611
N 1.28219 -0.72869 -1.80820 -0.167
N -2.02195 -2.95138 2.44563 -0.652
P -0.04141 -0.76682 -0.80391 0.019
H 0.75176 -0.05318 -3.68449 0.322
H 2.16537 -1.09996 -1.50518 0.325
```

Output
Gap between HOMO and LUMO (alpha / beta) in eV: 5.840 / 6.888
Net charge: 0
Strongest force on any atom in Eh/bohr: 0.087
Energy in Eh: -641.802211
Energy above the lowest of the compared OMol25 structures with the same formula, charge and spin in kJ/mol: 0.0
Highest occupied orbital energy (alpha / beta) in eV: -4.82 / -8.73
Spin multiplicity: 3


DFT (ωB97M-V/def2-TZVPD) results for C26H50AlOP2Si as an isolated structure.

Structure (XYZ):
```
81
Properties=species:S:1:pos:R:3:mulliken_charge:R:1
C -1.48638 -3.22098 -4.99690 -1.638
H -1.60639 2.21919 0.84026 0.351
C -0.79026 -3.08950 3.59295 -1.206
H 1.35535 1.99388 -3.56571 0.373
O -1.18030 -1.93860 0.94820 0.981
C -3.69330 -2.82761 2.31300 -1.203
C 1.59521 1.34910 -1.54856 0.733
H -2.76459 0.27208 3.00802 0.330
C -4.61852 -0.54226 -1.18172 -0.913
H -4.44144 -2.05972 2.04896 0.330
H -4.81839 -1.42686 -1.81539 0.172
C -0.29892 3.12374 -1.52179 -1.716
H 2.92482 2.43197 -2.84406 0.328
H 3.24630 -1.33246 -0.18041 0.339
C -2.34407 0.86580 -3.23249 -1.057
H -4.50841 -3.12662 -2.17052 0.375
H -1.34877 0.51433 -3.57371 0.131
H 3.50112 -0.69948 -1.80860 0.392
Al -1.15472 -2.73858 -0.74180 -2.250
H 1.41580 -2.26028 -3.92472 0.378
H -2.25325 1.95764 -3.08482 0.433
H 2.82701 -2.78233 -2.92243 0.667
C -1.81819 -2.11477 -4.05303 -1.126
C 2.14601 1.65101 -2.88734 -1.574
C -3.90763 -3.32537 -3.06211 -0.674
H 2.59122 0.74107 -3.31575 0.353
P 0.99280 -3.80072 -1.85531 0.350
C -0.44035 -4.35909 -2.75167 -0.704
H -0.34186 2.66530 1.98708 0.369
H -0.33725 3.02415 -2.60905 0.444
C 1.52189 -0.37919 1.77499 -0.619
C -1.75917 -4.20480 -1.95893 0.372
H 1.70382 -1.49090 -2.33546 -0.688
H -3.62774 -5.18773 -2.20450 0.544
H -3.73649 -3.61718 1.54918 0.247
H -0.45817 -4.01571 3.10437 0.279
H -4.63362 -0.88951 -0.12252 0.017
C -3.05208 -2.02605 -3.31806 0.688
C 0.47865 2.00487 -0.93828 0.239
H -2.32664 -3.79113 -5.38585 0.497
H -2.96951 -2.33675 -1.16259 0.135
P -2.93612 0.19060 -1.54104 0.225
H -0.84549 -5.14322 -4.53632 0.479
H 1.75709 -5.12528 -0.02611 0.524
H 4.21572 0.13029 -0.42282 0.335
H 0.24993 -5.94394 -0.68128 0.380
C 0.71783 -4.98638 -0.37274 -1.104
H -1.80888 -4.86119 -1.04115 0.823
C 3.33593 -0.42203 -0.76839 -1.345
H -1.01387 0.99957 1.98447 -0.297
C -2.18604 -0.50731 3.53076 -1.470
H -3.73040 -1.20156 -3.57520 0.942
H -4.59046 -3.49658 -3.90539 0.458
C -0.71514 1.84277 1.35232 -0.879
H 1.78694 -1.39761 1.46816 0.141
C -0.47433 -4.15903 -4.32189 -1.358
H 2.30777 -0.04682 2.46424 0.413
C 0.31652 1.45909 0.36982 0.652
H -2.85963 -5.10902 -3.75071 0.330
C -3.03933 -4.51871 -2.83045 -1.407
C 1.76943 -2.42804 -2.89559 -0.271
H -1.32408 3.11456 -1.14523 0.380
Si -1.90975 -2.06219 2.38959 0.774
H -1.11203 -1.25682 -4.02451 0.261
H 0.10015 -2.48066 3.82838 0.324
C -2.38266 -1.53821 -1.70269 2.512
H 0.15329 4.10227 -1.28989 0.333
H -1.28718 -1.78362 -2.11265 -1.317
H -5.35386 0.25809 -1.32346 0.555
H 0.11688 -4.54273 0.46726 0.214
H -2.71902 -0.73521 4.47395 0.456
H -1.02121 -2.80619 -5.88986 0.400
C 1.34905 0.48488 0.58579 0.277
H 0.52995 -3.96673 -4.70973 0.601
C 2.11926 0.42017 -0.59697 0.339
H 0.56600 -0.45343 2.30770 -0.408
H -1.25043 -3.39870 4.55052 0.384
H -3.11427 0.63472 -3.99012 0.503
H -0.06100 -5.37182 -2.77892 0.546
H -4.05645 -3.26578 3.25801 0.433
H -1.21705 -0.08835 3.85091 0.380
```

Output
Gap between HOMO and LUMO (alpha / beta) in eV: 5.293 / 5.195
Net charge: +1
Strongest force on any atom in Eh/bohr: 0.087
Energy in Eh: -2310.076831
Energy above the lowest of the compared OMol25 structures with the same formula, charge and spin in kJ/mol: 600.5
Highest occupied orbital energy (alpha / beta) in eV: -9.46 / -9.36


DFT (ωB97M-V/def2-TZVPD) results for C2H6CsO as an isolated structure.

Structure (XYZ):
```
10
Properties=species:S:1:pos:R:3:mulliken_charge:R:1
H 10.19531 -21.15684 -18.91232 0.305
H 12.07417 -21.66170 -18.23156 0.623
Cs 13.68724 -21.57438 -20.51348 1.002
C 12.87353 -19.60554 -17.92256 -0.960
H 13.88628 -20.00587 -17.87595 0.364
H 12.50235 -19.47645 -16.90587 0.304
O 10.67037 -20.32793 -18.81841 -0.486
C 12.02385 -20.68441 -18.71165 -1.821
H 12.93567 -18.69537 -18.51908 0.326
H 12.40156 -20.96710 -19.69426 1.343
```

Output
Gap between HOMO and LUMO in eV: 10.352
Net charge: +1
Strongest force on any atom in Eh/bohr: 0.200
Energy in Eh: -174.829499
Energy above the lowest of the compared OMol25 structures with the same formula, charge and spin in kJ/mol: 394.0
Highest occupied orbital energy in eV: -14.29


DFT (ωB97M-V/def2-TZVPD) results for C33H31BaN4O5Si as an isolated structure.

Structure (XYZ):
```
75
Properties=species:S:1:pos:R:3:mulliken_charge:R:1
H -5.55872 -0.32715 -3.20821 0.403
C 1.96588 -0.27651 4.68379 -0.190
H -3.26174 -1.28436 4.30968 0.315
C -1.08127 0.37491 5.90337 -1.266
C -0.04187 -3.93387 -5.14090 -0.892
Ba -0.72848 -0.06980 0.64746 1.906
C 0.90051 -3.04783 -2.69395 -0.284
H 4.68117 2.89690 -2.30865 0.390
H -3.08930 1.83254 4.20178 0.392
C -3.58107 -1.01277 -2.76172 -0.295
H 1.79243 -5.04258 -5.28580 0.380
C -4.50569 -0.22992 -3.44278 -0.805
H 4.42397 -0.65381 1.76382 0.461
C 1.19774 -4.36194 -4.68809 -0.408
C -2.29391 1.62030 3.47723 -0.740
C -4.08855 0.68226 -4.39817 -0.443
H -3.91581 -1.72198 -2.01691 0.478
C 4.07121 2.59755 -0.26554 -0.300
C 2.42021 -0.26388 2.35650 -1.086
O -0.25893 -0.69939 -1.63479 0.411
C -1.77735 -2.52090 -1.11232 -0.194
N 0.12566 0.10489 3.06156 0.564
H 3.63114 -0.62592 5.97146 0.389
C 4.21844 -0.68086 3.90407 -0.800
H 0.38357 4.83427 0.90906 0.220
C -0.28145 3.05794 0.11946 0.749
O -2.42274 -3.49763 -1.45152 -0.721
C 2.83107 0.29124 -1.16240 -0.547
H 1.28261 -0.17423 5.51521 0.125
H -0.65568 -0.51175 6.38481 0.331
C 3.74763 -0.54769 2.60524 -0.210
C 4.14194 2.26495 -1.61438 -0.630
H -0.76275 0.10596 -4.26526 0.411
N -3.24995 1.44350 -0.33847 -0.458
H 1.25696 -2.72060 -1.72472 0.574
H 3.57203 0.81974 -3.09784 0.433
C -2.73376 0.80655 -4.68516 -1.107
H -1.67658 2.51861 3.37085 0.229
H 3.33043 2.04971 1.68510 0.517
H -1.77779 -2.73901 -4.72881 0.461
H 1.60122 3.66433 0.50619 0.168
O -1.50800 -2.08637 0.06891 -0.852
Si -1.25777 0.17077 4.04935 -0.291
H -0.03019 -0.01647 -2.28086 0.172
C -2.22597 -0.88909 -3.03341 -0.306
H 2.34330 -0.61734 -1.49339 0.470
O 1.99928 -0.16309 0.99946 0.090
C -2.59281 2.36869 -0.10130 -0.141
H -2.48997 -1.60117 2.74959 0.269
C 3.30143 -0.53290 4.94165 -0.828
C -1.66638 3.40345 0.20551 0.470
C -2.29117 -1.37252 3.80439 -0.869
H 2.62713 -4.25605 -3.08405 0.408
C -0.80543 -3.05823 -4.37515 -0.275
H -0.42209 -4.28262 -6.09398 0.387
C -0.33776 -2.60080 -3.15185 -0.275
C -1.16041 -1.66427 -2.26733 2.349
H -2.39422 1.51224 -5.43308 0.393
C -2.09292 4.67157 0.68989 -0.327
H -2.79075 1.44439 2.51304 0.200
C 3.38194 1.79571 0.63318 -0.682
H -0.46249 1.24018 6.16876 0.344
C 2.75268 0.64840 0.17224 0.649
O 0.08694 1.91038 -0.24538 -0.831
H 5.26181 -0.89488 4.09404 0.384
H -4.81201 1.30076 -4.91421 0.393
H -1.76403 -2.23947 4.22083 0.262
H -2.08376 0.53521 6.31805 0.353
C -1.81575 0.01978 -4.00967 -0.174
C 3.51932 1.10480 -2.05373 -0.609
C 1.66672 -3.91822 -3.45606 -1.063
H 4.55947 3.49414 0.09703 0.406
C 1.42856 -0.13797 3.36859 0.619
N -2.40930 5.69848 1.11644 -0.596
N 0.65219 3.99071 0.43225 -0.426
```

Output
Gap between HOMO and LUMO in eV: 6.722
Net charge: -1
Strongest force on any atom in Eh/bohr: 0.070
Energy in Eh: -2186.581392
Highest occupied orbital energy in eV: -4.42


DFT (ωB97M-V/def2-TZVPD) results for one molecule with the formula C5H9NO.

Structure (XYZ):
```
16
Properties=species:S:1:pos:R:3:mulliken_charge:R:1
H -1.19724 0.69639 2.29196 0.295
C 0.83692 1.32969 0.64904 -1.194
H -1.22146 0.80953 -1.41114 0.339
H 0.70756 1.82734 -0.31813 0.300
C 0.06385 0.04082 0.70342 0.640
H 1.21726 -1.37372 -2.09166 0.261
O -2.26854 -0.95813 -1.28324 -0.486
C -1.05421 -0.03071 1.50052 -0.998
H 2.13982 -0.88778 -0.82194 0.228
H 1.90517 1.13235 0.77978 0.295
H 0.51938 2.03193 1.42295 0.388
H -1.58689 -0.96436 1.64255 0.308
C -1.34367 -0.21142 -1.03037 -0.023
H -0.13357 -1.88627 -0.24737 0.339
C 0.13799 -0.85060 -0.45682 -0.060
N 1.27763 -0.70508 -1.32955 -0.632
```

Output
Gap between HOMO and LUMO in eV: 9.430
Net charge: 0
Strongest force on any atom in Eh/bohr: 0.083
Energy in Eh: -325.834437
Energy above the lowest of the compared OMol25 structures with the same formula, charge and spin in kJ/mol: 270.7
Highest occupied orbital energy in eV: -8.53
SMILES string: C=C(C)[C@H](N)C=O


DFT (ωB97M-V/def2-TZVPD) results for a 2-piece molecular cluster, C5H16NO overall.

Structure (XYZ):
```
23
Properties=species:S:1:pos:R:3:mulliken_charge:R:1
H -1.21005 -0.93098 2.36190 0.347
O 0.50193 -0.66464 3.27372 -0.598
H 1.78647 -1.40436 -1.98191 0.367
C 0.25625 0.08238 -1.56194 0.692
C 0.63871 1.30395 -2.42640 -1.410
H 1.71659 1.38616 -2.53752 0.340
N -1.74568 -0.31145 1.72596 -0.170
H -0.95414 1.44996 -0.49362 0.451
H -2.75759 -0.33566 1.81867 0.372
H 0.19097 1.31672 -3.42890 0.304
H 2.40847 -0.04991 -1.05983 0.422
H 0.31797 2.23350 -1.96447 0.387
H 0.36767 1.01331 0.43624 0.424
H -2.14153 -0.52310 -0.36736 0.356
C -1.29763 -0.49264 0.30163 -0.694
H 1.41893 -1.29261 -0.28130 0.315
H 1.02315 0.13555 3.45717 0.299
H 0.88784 -1.33631 3.85989 0.305
C -0.36454 0.57286 -0.23545 -1.016
H -1.46101 0.60075 2.09075 0.351
H -0.73583 -1.42163 0.26268 0.268
H -0.39595 -0.63587 -2.05729 0.408
C 1.54899 -0.69596 -1.19261 -1.520
```

Output
Gap between HOMO and LUMO in eV: 11.282
Net charge: +1
Strongest force on any atom in Eh/bohr: 0.039
Energy in Eh: -329.851912
Energy above the lowest of the compared OMol25 structures with the same formula, charge and spin in kJ/mol: 76.0
Highest occupied orbital energy in eV: -14.62